Below is a molecular structure, C31H58BF9N2NbO10 at a distorted geometry, with properties calculated with the ωB97M-V functional and the def2-TZVPD basis.

Its energy above the lowest of the compared OMol25 structures with the same formula, charge and spin is 0.0 kJ/mol. Its LUMO energy is 1.92 eV. The frontier orbital gap comes out at 0.224 Ha. Its spin multiplicity is 1. As for the total charge: -1.

Geometry (Å):
1 C 0.953 5.318 -0.166
2 C 2.344 4.846 0.259
3 O 2.400 3.460 0.522
4 C 2.608 2.649 -0.629
5 Nb 1.353 0.706 -0.533
6 C -0.398 1.822 0.492
7 C -1.549 1.032 1.023
8 F -2.451 1.823 1.829
9 C 3.028 -0.398 -1.633
10 C 2.655 -1.049 -2.962
11 C 3.502 -2.285 -3.354
12 C 2.881 -3.663 -3.074
13 C 1.452 -3.878 -3.552
14 N 1.010 -5.250 -3.235
15 C 0.577 1.367 -2.559
16 C -0.403 0.568 -3.426
17 O -1.654 1.258 -3.661
18 C -2.526 1.141 -2.577
19 C -3.959 1.164 -3.083
20 F -4.371 2.456 -3.305
21 F -4.093 0.524 -4.256
22 C -5.003 0.540 -2.080
23 F -5.725 -0.431 -2.663
24 F -4.360 -0.009 -1.037
25 C -6.023 1.548 -1.488
26 F -6.671 0.892 -0.498
27 F -5.382 2.580 -0.920
28 C -7.094 2.106 -2.475
29 F -6.878 1.690 -3.736
30 F -8.327 1.684 -2.118
31 O 2.163 0.174 1.189
32 C 1.852 0.604 2.496
33 C 2.707 -0.117 3.533
34 C 2.750 0.667 4.848
35 C 2.293 -1.595 3.802
36 C 3.198 -2.611 3.055
37 C 0.809 -1.896 3.557
38 B 0.104 -1.314 -0.580
39 N 0.886 -2.522 -0.203
40 O -1.213 -1.538 -0.927
41 H 0.194 4.705 0.329
42 H 0.794 6.362 0.126
43 H 0.805 5.251 -1.248
44 H 2.646 5.353 1.183
45 H 3.081 5.108 -0.515
46 H 3.681 2.418 -0.722
47 H 2.327 3.204 -1.535
48 H 0.011 2.473 1.275
49 H -0.771 2.484 -0.305
50 H -1.249 0.206 1.677
51 H -2.175 0.627 0.225
52 H 3.862 0.302 -1.796
53 H 3.389 -1.167 -0.932
54 H 1.590 -1.324 -2.957
55 H 2.760 -0.305 -3.760
56 H 3.815 -2.233 -4.404
57 H 4.430 -2.237 -2.768
58 H 3.499 -4.423 -3.573
59 H 2.949 -3.906 -2.002
60 H 1.389 -3.733 -4.637
61 H 0.782 -3.139 -3.092
62 H 1.038 -5.347 -2.221
63 H 0.022 -5.337 -3.457
64 H 1.475 1.580 -3.161
65 H 0.127 2.360 -2.390
66 H -0.657 -0.409 -3.005
67 H -0.002 0.395 -4.432
68 H -2.344 0.235 -1.995
69 H -2.437 2.002 -1.894
70 H -7.075 3.199 -2.439
71 H 2.029 1.687 2.566
72 H 0.787 0.451 2.707
73 H 3.721 -0.112 3.112
74 H 3.044 1.707 4.669
75 H 1.773 0.668 5.350
76 H 3.485 0.232 5.533
77 H 2.448 -1.776 4.874
78 H 3.699 -3.278 3.766
79 H 2.588 -3.264 2.415
80 H 3.957 -2.121 2.442
81 H 0.518 -2.790 4.123
82 H 0.151 -1.091 3.898
83 H 0.597 -2.099 2.502
84 H 1.524 -2.736 -0.969
85 H 1.509 -2.309 0.577
86 H -1.434 -2.451 -0.704
87 C -8.434 3.646 1.247
88 C -8.950 5.001 0.852
89 C -8.273 5.633 -0.351
90 O -8.400 7.031 -0.076
91 C -8.496 7.188 1.267
92 O -8.436 8.231 1.832
93 O -8.676 5.990 1.864
94 H -7.390 3.706 1.558
95 H -9.002 3.237 2.081
96 H -8.512 2.951 0.409
97 H -10.034 4.979 0.708
98 H -8.750 5.403 -1.301
99 H -7.211 5.376 -0.395
100 C 7.404 -7.452 1.835
101 C 7.332 -6.122 2.537
102 C 6.096 -5.891 3.383
103 O 5.925 -4.475 3.312
104 C 6.491 -4.044 2.154
105 O 6.376 -2.959 1.694
106 O 7.222 -5.044 1.596
107 H 6.589 -7.539 1.116
108 H 8.345 -7.558 1.296
109 H 7.328 -8.262 2.561
110 H 8.234 -5.945 3.132
111 H 6.214 -6.194 4.420
112 H 5.211 -6.372 2.956

Atom charges from the Mulliken analysis, given in e for atoms 1 to 6: atom 1 (C): -0.8181, atom 2 (C): -0.4304, atom 3 (O): -0.2810, atom 4 (C): -0.7241, atom 5 (Nb): -1.0236, atom 6 (C): -0.6967

---

Below is a molecular structure, C31H58CsN6OPSe2 at a distorted geometry, with properties calculated with the ωB97M-V functional and the def2-TZVPD basis.

Its energy above the lowest of the compared OMol25 structures with the same formula, charge and spin is 37.3 kJ/mol. Its LUMO energy is 3.87 eV. The frontier orbital gap comes out at 0.183 Ha. Its spin multiplicity is 1. As for the total charge: -2.

Geometry (Å):
1 Cs 1.426 1.008 -0.667
2 C 1.477 -1.219 5.606
3 Se 1.945 0.410 4.656
4 C 2.637 -0.494 3.084
5 C 4.025 -1.093 3.257
6 Se 5.428 0.255 3.144
7 C 5.969 0.137 5.015
8 H 0.725 -1.777 5.049
9 H 1.071 -0.943 6.578
10 H 2.358 -1.841 5.755
11 H 2.730 0.202 2.248
12 H 1.904 -1.251 2.793
13 H 4.194 -1.774 2.425
14 H 4.165 -1.623 4.203
15 H 6.415 -0.830 5.250
16 H 5.118 0.322 5.668
17 H 6.716 0.915 5.176
18 N 4.633 -1.095 -1.364
19 C 4.805 0.117 -0.514
20 O 4.149 0.069 0.639
21 C 6.165 0.760 -0.610
22 C 4.963 1.413 -1.305
23 H 3.953 -1.650 -0.852
24 H 4.187 -0.843 -2.241
25 H 6.907 0.289 -1.245
26 H 6.544 1.246 0.280
27 H 4.940 1.409 -2.391
28 H 4.558 2.308 -0.849
29 C 2.858 3.493 2.436
30 N 1.621 3.666 1.711
31 C 0.492 3.697 2.610
32 C 1.668 4.859 0.868
33 C 0.554 4.936 -0.155
34 C -0.502 5.820 0.060
35 C -1.548 5.909 -0.855
36 C -1.511 5.101 -1.984
37 C -0.435 4.230 -2.170
38 C 0.647 4.093 -1.284
39 H 3.053 4.335 3.132
40 H 3.693 3.412 1.741
41 H 2.843 2.573 3.022
42 H 0.565 4.537 3.332
43 H 0.438 2.766 3.178
44 H -0.432 3.817 2.044
45 H 2.618 4.833 0.332
46 H 1.667 5.763 1.517
47 H -0.517 6.443 0.955
48 H -2.375 6.592 -0.683
49 H -2.317 5.152 -2.715
50 H -0.456 3.621 -3.079
51 N -0.164 -1.108 -0.536
52 P -1.467 -1.436 -1.240
53 N -2.336 -2.791 -0.624
54 C -3.780 -2.964 -0.684
55 C -4.159 -4.378 -0.253
56 C -3.777 -4.628 1.214
57 C -2.545 -3.796 1.598
58 C -1.649 -3.584 0.386
59 N -1.312 -1.697 -2.922
60 C -2.397 -2.173 -3.752
61 C -2.348 -3.690 -3.942
62 C -0.992 -4.085 -4.521
63 C 0.140 -3.547 -3.648
64 C -0.002 -2.041 -3.434
65 N -2.750 -0.289 -1.271
66 C -3.075 0.172 0.082
67 C -4.361 0.987 0.078
68 C -4.216 2.192 -0.845
69 C -3.770 1.732 -2.228
70 C -2.512 0.881 -2.126
71 H -4.145 -2.775 -1.695
72 H -4.319 -2.246 -0.043
73 H -3.637 -5.086 -0.903
74 H -5.231 -4.536 -0.405
75 H -3.567 -5.692 1.362
76 H -4.620 -4.385 1.868
77 H -1.986 -4.279 2.405
78 H -2.848 -2.814 1.970
79 H -1.347 -4.566 -0.018
80 H -0.736 -3.040 0.641
81 H -2.318 -1.695 -4.745
82 H -3.346 -1.846 -3.328
83 H -3.165 -4.025 -4.590
84 H -2.477 -4.159 -2.962
85 H -0.900 -3.652 -5.526
86 H -0.919 -5.171 -4.637
87 H 1.113 -3.776 -4.093
88 H 0.107 -4.031 -2.666
89 H 0.158 -1.515 -4.389
90 H 0.723 -1.685 -2.699
91 H -2.247 0.785 0.472
92 H -3.150 -0.692 0.746
93 H -4.596 1.307 1.098
94 H -5.183 0.350 -0.269
95 H -3.449 2.863 -0.442
96 H -5.146 2.766 -0.898
97 H -3.577 2.592 -2.874
98 H -4.563 1.131 -2.691
99 H -1.700 1.500 -1.713
100 H -2.190 0.540 -3.109

Atom charges from the Mulliken analysis, given in e for atoms 1 to 6: atom 1 (Cs): 1.0140, atom 2 (C): -0.9907, atom 3 (Se): 0.1228, atom 4 (C): -0.1650, atom 5 (C): -0.8851, atom 6 (Se): 0.2330

---

Below is a molecular structure, C31H61AsN6O8PSScSi3 at a distorted geometry, with properties calculated with the ωB97M-V functional and the def2-TZVPD basis.

Its LUMO energy is -0.81 eV. The frontier orbital gap comes out at 0.277 Ha. Its spin multiplicity is 1.

Geometry (Å):
1 Sc 0.123 0.024 0.292
2 S 4.862 -0.077 0.192
3 C 3.299 -0.281 -0.007
4 N 2.140 -0.454 -0.167
5 O -0.818 -0.576 2.285
6 C 0.156 -0.013 2.862
7 O 1.107 0.450 2.182
8 C 0.199 0.108 4.352
9 C 1.053 1.063 4.901
10 C 1.124 1.223 6.271
11 C 0.342 0.410 7.079
12 C -0.500 -0.554 6.550
13 C -0.575 -0.699 5.176
14 N 0.409 0.583 8.535
15 O -0.269 -0.157 9.221
16 O 1.139 1.453 8.970
17 H 1.654 1.661 4.231
18 H 1.773 1.957 6.723
19 H -1.079 -1.171 7.221
20 H -1.226 -1.445 4.740
21 C -3.423 4.187 -2.220
22 C -1.909 4.228 -2.037
23 C -1.289 4.805 -3.309
24 C -1.563 5.064 -0.811
25 O -1.510 2.837 -1.850
26 P -0.181 2.240 -1.202
27 O -0.073 0.802 -1.675
28 O -0.220 2.175 0.314
29 O 0.899 3.227 -1.799
30 C 2.171 3.770 -1.333
31 C 2.035 4.465 0.020
32 C 3.193 2.658 -1.233
33 C 2.573 4.772 -2.409
34 H -3.769 5.149 -2.596
35 H -3.926 3.993 -1.274
36 H -3.691 3.409 -2.937
37 H -1.590 5.848 -3.407
38 H -1.638 4.253 -4.183
39 H -0.208 4.750 -3.279
40 H -1.975 6.068 -0.918
41 H -0.485 5.141 -0.693
42 H -1.975 4.605 0.089
43 H 1.551 3.808 0.740
44 H 1.464 5.391 -0.060
45 H 3.031 4.713 0.388
46 H 2.949 2.035 -0.381
47 H 4.188 3.073 -1.084
48 H 3.191 2.045 -2.135
49 H 1.869 5.605 -2.447
50 H 2.595 4.286 -3.385
51 H 3.564 5.164 -2.186
52 C -2.873 -3.794 2.208
53 Si -1.062 -4.141 1.738
54 C -0.040 -3.896 3.319
55 C -1.093 -6.015 1.416
56 As -0.119 -2.669 0.055
57 Si -0.693 -3.885 -1.949
58 C 0.528 -3.456 -3.328
59 C -2.391 -3.271 -2.530
60 C -0.894 -5.772 -1.867
61 Si 2.126 -3.578 0.236
62 C 3.183 -3.263 -1.306
63 C 2.159 -5.474 0.406
64 C 2.897 -2.916 1.835
65 H -3.223 -4.619 2.831
66 H -3.540 -3.731 1.345
67 H -2.980 -2.871 2.780
68 H -0.654 -4.071 4.206
69 H 0.358 -2.881 3.374
70 H 0.800 -4.591 3.360
71 H -1.216 -6.509 2.382
72 H -0.186 -6.403 0.956
73 H -1.941 -6.298 0.791
74 H 0.902 -2.437 -3.211
75 H 0.035 -3.515 -4.300
76 H 1.386 -4.129 -3.344
77 H -2.330 -2.219 -2.813
78 H -3.150 -3.382 -1.752
79 H -2.727 -3.822 -3.411
80 H -0.160 -6.270 -1.237
81 H -0.803 -6.181 -2.875
82 H -1.885 -6.023 -1.487
83 H 3.228 -4.146 -1.943
84 H 4.201 -3.019 -0.997
85 H 2.816 -2.423 -1.892
86 H 1.513 -5.956 -0.330
87 H 1.858 -5.805 1.402
88 H 3.176 -5.829 0.231
89 H 2.570 -1.895 2.035
90 H 3.985 -2.897 1.752
91 H 2.638 -3.537 2.693
92 C -3.173 -1.191 0.652
93 N -2.615 0.038 0.041
94 C -3.213 0.166 -1.311
95 N -4.673 0.194 -1.271
96 C -5.155 -1.034 -0.645
97 N -4.628 -1.192 0.712
98 C -5.047 -0.032 1.503
99 N -4.567 1.221 0.921
100 C -3.109 1.183 0.850
101 C -5.098 1.320 -0.440
102 H -2.781 -1.274 1.661
103 H -2.845 -2.050 0.065
104 H -2.899 -0.686 -1.909
105 H -2.845 1.074 -1.776
106 H -4.852 -1.889 -1.255
107 H -6.245 -1.009 -0.594
108 H -4.658 -0.130 2.519
109 H -6.138 -0.007 1.546
110 H -2.704 1.095 1.859
111 H -2.751 2.107 0.399
112 H -4.745 2.242 -0.896
113 H -6.189 1.341 -0.396

Atom charges from the Mulliken analysis, given in e for atoms 1 to 6: atom 1 (Sc): -1.7425, atom 2 (S): -0.3848, atom 3 (C): 0.5670, atom 4 (N): -0.1321, atom 5 (O): -0.0518, atom 6 (C): 0.2962

---

Below is a molecular structure, C31H61NO8SSi2 at a distorted geometry, with properties calculated with the ωB97M-V functional and the def2-TZVPD basis.

Its LUMO energy is 0.16 eV. The frontier orbital gap comes out at 0.313 Ha. Its spin multiplicity is 1.

Geometry (Å):
1 C 4.421 2.014 5.544
2 C 4.404 1.371 4.391
3 C 4.216 0.670 2.931
4 Si 3.052 1.727 1.831
5 S 1.029 1.405 2.506
6 C 3.469 3.584 2.251
7 C 2.588 4.642 1.403
8 O 1.511 4.053 0.620
9 C 0.330 4.874 0.954
10 C -0.999 4.409 0.166
11 O -2.227 5.071 0.653
12 C -3.240 4.020 0.533
13 C -3.641 3.055 1.716
14 C -4.713 1.889 1.550
15 C -5.434 1.721 0.161
16 C -6.537 0.597 -0.212
17 C -5.792 -0.401 -1.294
18 C -7.756 1.287 -1.022
19 C -6.982 -0.347 1.021
20 C -8.141 0.256 1.973
21 C -7.941 1.799 2.406
22 C -9.662 -0.018 1.404
23 C -8.066 -0.612 3.374
24 C -5.031 2.720 -1.029
25 C -3.940 3.856 -0.873
26 O 3.298 1.566 0.122
27 Si 3.099 -0.061 -0.454
28 C 3.274 0.047 -2.393
29 C 3.539 0.125 -3.700
30 C 1.379 -0.838 -0.134
31 C 1.122 -2.157 -1.076
32 N -0.159 -2.073 -1.859
33 C 4.441 -1.306 0.126
34 O 5.722 -0.861 -0.424
35 C 6.768 -0.758 0.594
36 H 4.484 2.575 6.556
37 H 3.784 -0.383 3.092
38 H 5.265 0.654 2.461
39 H 0.913 1.964 3.779
40 H 3.399 3.796 3.383
41 H 4.593 3.734 1.968
42 H 2.174 5.417 2.173
43 H 3.319 5.261 0.733
44 H 0.096 4.765 2.088
45 H 0.539 5.978 0.652
46 H -1.126 3.251 0.261
47 H -0.857 4.615 -0.960
48 H -3.140 3.198 2.741
49 H -4.963 1.175 2.432
50 H -6.155 -1.489 -1.202
51 H -5.829 0.022 -2.365
52 H -4.668 -0.391 -0.984
53 H -7.364 1.538 -2.088
54 H -8.556 0.454 -1.184
55 H -8.223 2.203 -0.511
56 H -7.333 -1.357 0.595
57 H -6.038 -0.522 1.673
58 H -8.879 2.161 2.996
59 H -7.678 2.518 1.550
60 H -7.075 1.808 3.191
61 H -9.987 1.006 0.943
62 H -9.667 -0.815 0.577
63 H -10.378 -0.226 2.279
64 H -7.047 -1.161 3.481
65 H -8.857 -1.467 3.272
66 H -8.352 0.013 4.297
67 H -5.511 2.615 -2.083
68 H -3.685 4.519 -1.792
69 H 4.158 0.033 -4.678
70 H 1.238 -1.120 0.974
71 H 0.589 -0.057 -0.469
72 H 1.048 -3.099 -0.405
73 H 2.005 -2.349 -1.800
74 H -0.819 -1.397 -1.417
75 H -0.618 -3.003 -1.809
76 H 4.446 -1.540 1.251
77 H 4.195 -2.320 -0.408
78 H 6.873 0.381 0.835
79 H 7.773 -1.041 0.074
80 H 6.600 -1.398 1.534
81 C 5.699 -2.802 -3.656
82 O 5.838 -2.848 -5.068
83 H 4.714 -3.183 -3.385
84 H 6.468 -3.424 -3.191
85 H 5.795 -1.769 -3.312
86 H 6.718 -2.506 -5.280
87 C 6.878 -4.674 1.420
88 O 6.486 -4.512 0.068
89 H 6.933 -5.740 1.647
90 H 7.860 -4.220 1.573
91 H 6.140 -4.202 2.074
92 H 6.445 -3.559 -0.105
93 C -2.155 -2.426 -4.929
94 O -1.319 -3.455 -4.427
95 H -3.023 -2.879 -5.410
96 H -2.490 -1.790 -4.105
97 H -1.606 -1.829 -5.661
98 H -0.559 -3.025 -4.006
99 C 9.122 -5.018 -2.823
100 O 8.780 -4.046 -1.849
101 H 10.195 -4.962 -3.016
102 H 8.875 -6.015 -2.449
103 H 8.577 -4.820 -3.749
104 H 7.826 -4.116 -1.696

Atom charges from the Mulliken analysis, given in e for atoms 1 to 6: atom 1 (C): -0.4438, atom 2 (C): -0.4366, atom 3 (C): 0.2404, atom 4 (Si): 0.5571, atom 5 (S): -0.4253, atom 6 (C): -0.6191